{
  "formula": "C6H13NS",
  "method": "ωB97M-V/def2-TZVPD",
  "homo_ev": [-8.1, -8.2],
  "lumo_energy_ha": [-0.00889, 0.00758],
  "orbital_gap_ha": [0.2881, 0.3087],
  "charge": 0,
  "relative_energy_kj_mol": 469.8,
  "elements": ["C", "C", "C", "C", "C", "C", "N", "S", "H", "H", "H", "H", "H", "H", "H", "H", "H", "H", "H", "H", "H"],
  "xyz": [[-1.7938, -0.0490, 0.7679], [-0.5357, 0.6145, 0.2653], [0.7608, -1.0534, -0.8410], [1.3534, -0.4069, 1.5453], [1.6923, 1.2478, -0.4464], [0.8660, 0.1258, 0.1665], [-2.4118, -0.6277, -0.4984], [-3.7131, 0.1850, -0.9067], [-1.6788, -0.7096, 1.5904], [-2.3174, 0.8533, 1.0581], [-0.8381, 0.8966, -0.7166], [0.3516, -0.5406, -1.6956], [0.0840, -1.8247, -0.6001], [1.7041, -1.4462, -1.2718], [1.3788, 0.3287, 2.4050], [0.6419, -1.2339, 1.7812], [2.3409, -0.9589, 1.4727], [1.1639, 2.2590, -0.1376], [1.7863, 1.2871, -1.5088], [2.7038, 1.0939, -0.0667], [-3.5389, -0.0408, -2.3627]],
  "forces_ev_per_angstrom": [[0.31, 1.06, -1.37], [-0.55, -1.04, -0.68], [1.29, 1.38, -1.21], [0.37, -0.83, 0.14], [-0.50, 1.75, 1.82], [-0.12, -1.39, 0.79], [1.74, -0.54, 2.13], [-0.45, 0.28, -3.19], [-0.07, -0.89, 0.49], [-0.90, -0.11, 0.63], [-0.03, 1.43, -0.74], [-0.49, -0.15, -0.67], [-0.62, -0.95, 0.63], [-0.10, 0.05, 0.91], [-0.04, -0.68, -1.14], [0.37, 0.67, 0.25], [-0.85, 0.96, 0.01], [1.69, -1.74, -0.36], [-0.38, -0.39, -0.87], [0.09, 0.77, 0.11], [-0.75, 0.37, 2.31]],
  "lowdin_charge": [-0.32, -0.06, -0.05, -0.06, -0.06, -0.63, -0.49, 0.73, 0.09, 0.07, 0.08, 0.07, 0.06, 0.10, 0.10, 0.07, 0.09, 0.12, 0.06, 0.08, -0.05]
}



{
  "formula": "C34H24CrNO4",
  "method": "ωB97M-V/def2-TZVPD",
  "homo_ev": [-11.8, -13.6],
  "lumo_energy_ha": [-0.22529, -0.34117],
  "s_squared": 3.8294,
  "orbital_gap_ha": [0.2068, 0.1573],
  "charge": 2,
  "relative_energy_kj_mol": 0.0,
  "spin_multiplicity": 4,
  "elements": ["O", "C", "Cr", "C", "O", "C", "O", "C", "C", "C", "C", "C", "C", "C", "C", "C", "C", "C", "C", "C", "C", "C", "C", "C", "C", "C", "C", "C", "H", "H", "H", "H", "H", "H", "H", "H", "H", "H", "H", "H", "H", "H", "H", "C", "O", "C", "C", "C", "C", "C", "C", "N", "C", "C", "C", "H", "H", "H", "H", "H", "H", "H", "H", "H"],
  "xyz": [[4.5145, 0.3010, 1.4539], [4.2747, 0.1591, 0.3215], [3.7267, -0.3467, -1.4286], [2.2868, -1.0754, -0.4529], [1.4414, -1.5175, 0.2191], [4.5621, -2.0193, -1.0797], [4.9815, -3.0401, -0.7057], [5.1573, 0.5852, -2.8000], [4.4025, 1.5783, -2.1628], [3.0066, 1.5137, -2.1702], [2.3270, 0.4580, -2.8207], [0.9091, 0.2331, -2.5553], [-0.1900, -0.1185, -2.1427], [-1.4761, -0.4227, -1.6894], [-1.8681, -1.8183, -1.7305], [-0.9715, -2.7491, -2.3218], [-1.2220, -4.1158, -2.3122], [-2.3565, -4.6121, -1.6594], [-3.2805, -3.7111, -1.1103], [-3.0865, -2.3323, -1.2316], [-2.3407, 0.7202, -1.4353], [-2.0003, 1.9556, -2.0490], [-2.7775, 3.0953, -1.8843], [-3.9341, 3.0429, -1.0966], [-4.2690, 1.8492, -0.4438], [-3.4469, 0.7292, -0.5570], [3.1082, -0.5385, -3.4526], [4.5032, -0.4608, -3.4629], [6.2473, 0.6232, -2.7731], [4.9012, 2.3908, -1.6329], [2.4078, 2.2562, -1.6349], [-0.0620, -2.3689, -2.7892], [-0.5220, -4.7918, -2.8081], [-2.5256, -5.6865, -1.5887], [-4.1648, -4.0852, -0.5915], [-3.8768, -1.6514, -0.9264], [-1.0996, 1.9996, -2.6648], [-2.4761, 4.0188, -2.3815], [-4.5606, 3.9271, -0.9881], [-5.1704, 1.7874, 0.1689], [-3.6085, -0.1184, 0.1054], [2.5921, -1.3903, -3.9028], [5.0813, -1.2396, -3.9605], [1.0832, 3.1029, 5.6732], [0.8344, 3.3017, 4.2614], [0.2575, 2.2930, 3.5606], [-0.1461, 1.0764, 4.1358], [-0.7428, 0.0708, 3.3501], [-0.9276, 0.2913, 1.9346], [-0.5021, 1.5296, 1.3825], [0.0595, 2.5090, 2.1605], [-1.5308, -0.6420, 1.1558], [-1.9560, -1.7709, 1.7192], [-1.8135, -2.0710, 3.0867], [-1.2008, -1.1445, 3.9034], [1.5670, 4.0289, 5.9837], [0.1437, 2.9569, 6.2265], [1.7504, 2.2450, 5.8438], [-0.0136, 0.8953, 5.2066], [-0.6580, 1.6842, 0.3145], [0.3656, 3.4635, 1.7354], [-2.4499, -2.4960, 1.0753], [-2.1985, -3.0224, 3.4474], [-1.0666, -1.3150, 4.9717]],
  "forces_ev_per_angstrom": [[-0.59, -0.22, -3.77], [0.35, 0.41, 4.15], [2.05, -1.12, 2.00], [-3.11, -1.35, 2.26], [2.69, 1.30, -2.06], [1.45, -4.57, 1.80], [-1.32, 3.70, -1.60], [0.54, 0.73, -0.69], [0.64, 0.43, -0.22], [-1.35, 0.93, 0.18], [-1.46, -0.09, -0.07], [0.37, -0.07, -0.22], [0.99, 0.59, -0.53], [-0.29, -0.17, -0.63], [0.09, -0.69, -0.30], [-0.08, -0.09, 0.31], [-0.05, 0.17, 0.04], [-0.01, 0.26, 0.15], [0.17, 0.09, -0.34], [0.11, -0.15, 0.06], [-0.11, 1.12, 0.36], [-0.11, -0.21, 0.04], [-0.07, -0.14, 0.19], [0.06, -0.22, -0.12], [0.26, 0.13, -0.08], [-0.01, 0.02, -0.16], [-1.38, -0.39, -0.97], [0.41, -0.12, -0.28], [-0.35, -0.06, 0.07], [-0.13, -0.29, -0.13], [0.32, -0.25, -0.24], [-0.27, -0.20, 0.11], [-0.26, 0.17, 0.22], [0.02, 0.30, -0.03], [0.14, 0.10, -0.34], [0.22, -0.32, 0.02], [-0.43, 0.04, 0.06], [-0.18, -0.25, 0.17], [0.12, -0.24, -0.03], [0.35, 0.11, -0.08], [-0.23, 0.30, -0.43], [0.26, 0.34, 0.09], [-0.15, 0.16, 0.24], [0.10, 0.07, 0.43], [-1.11, -2.12, -1.21], [0.86, 1.87, 0.36], [-0.47, -1.32, 0.43], [0.38, 1.04, -0.30], [-0.80, -1.82, 0.72], [0.52, 1.30, -0.18], [-0.13, -0.22, -0.51], [0.73, 0.79, 0.73], [0.27, 0.21, 0.47], [0.17, 0.22, 0.31], [-0.31, -0.78, 0.18], [-0.10, -0.23, 0.06], [0.25, 0.17, -0.28], [-0.14, 0.34, -0.19], [-0.06, 0.08, -0.41], [0.01, 0.03, 0.24], [-0.08, -0.22, 0.14], [0.17, 0.21, -0.04], [0.15, 0.28, 0.10], [-0.07, -0.07, -0.25]],
  "lowdin_charge": [0.18, -0.07, 0.25, -0.10, 0.16, -0.04, 0.20, -0.07, -0.08, -0.07, -0.26, 0.07, 0.00, -0.12, -0.17, -0.02, -0.06, -0.06, -0.07, -0.05, -0.19, -0.04, -0.06, -0.06, -0.05, -0.05, -0.06, -0.08, 0.15, 0.15, 0.15, 0.10, 0.11, 0.12, 0.12, 0.10, 0.11, 0.11, 0.11, 0.12, 0.08, 0.16, 0.16, -0.01, 0.01, -0.18, 0.12, -0.11, -0.16, 0.07, 0.06, 0.16, -0.04, 0.01, 0.04, 0.11, 0.11, 0.11, 0.14, 0.12, 0.14, 0.11, 0.13, 0.14]
}